[1]
The following is a DFT calculation (wB97M-V/def2-TZVPD) of C34H54BGeInN8Se as an isolated structure.

Geometry as XYZ:
```
100
Properties=species:S:1:pos:R:3:forces:R:3
C 0.406220 4.389638 5.790860 -0.303 -0.301 -0.399
H -2.744822 1.963921 -0.543909 -0.007 0.152 0.095
C -4.374840 -3.059128 1.696625 0.125 -0.061 -0.144
H -0.383126 4.715287 -3.829902 0.060 0.094 -0.097
H 2.128949 -2.081840 -2.930945 -0.116 -0.051 0.159
H -1.704196 4.329858 -2.718225 -0.077 0.064 0.009
H 1.218816 4.588785 -1.946543 0.090 0.077 0.025
H -2.715984 1.917656 4.428326 -0.024 -0.079 -0.151
H 0.104048 -1.651767 -5.257290 0.024 0.024 -0.016
Ge -0.566560 3.323398 4.417574 0.077 -0.043 0.039
N 2.675777 0.764466 -0.593557 -0.290 -0.021 0.207
N -2.641336 -1.827110 0.346102 -0.414 -0.608 0.438
H -0.081737 4.942033 2.466637 0.160 0.046 0.003
H 4.136878 -1.546117 -4.177114 -0.046 -0.114 -0.063
H -1.405884 3.870134 2.043592 -0.075 -0.104 -0.086
C -3.737082 -1.838927 1.131019 -0.182 0.294 0.166
B -1.862017 -3.038921 -0.180905 0.283 0.423 -0.174
N 2.214583 -1.259541 -2.357210 -0.271 -0.106 0.018
H 1.779848 -1.295881 -1.444360 0.238 -0.383 -0.171
C -1.002140 1.949735 -2.071363 0.105 -0.737 0.491
N -0.472895 -3.120147 0.484467 -0.200 -0.690 0.247
H -0.141185 -6.049646 2.124961 -0.021 -0.039 0.009
C -2.793351 -5.157948 -2.265844 -0.009 0.081 0.152
C -3.181724 1.716832 0.426556 0.052 -0.035 -0.026
H -2.039899 -3.853984 -4.805953 -0.053 -0.121 -0.156
H 2.071939 1.908355 0.970437 -0.026 0.044 0.068
H 2.541335 -0.695980 1.153123 0.052 -0.018 0.078
C -4.141878 -0.528313 1.307890 0.172 -0.206 -0.085
C -0.335801 -0.951180 3.629094 0.135 0.084 -0.069
H -1.491908 3.381264 -4.192189 -0.033 -0.027 -0.098
C 0.636008 1.834058 3.829255 -0.443 0.225 -0.214
H -2.135494 -5.778405 -1.658907 -0.044 -0.112 0.032
C 2.870395 1.740401 0.255852 -0.102 -0.212 0.026
C 1.019212 2.383439 -3.583879 -0.034 0.127 0.098
C -0.765037 -5.400730 1.514509 -0.134 0.060 -0.072
H 3.524953 -2.080191 0.665154 0.089 0.041 -0.056
C 5.509681 -0.050509 -3.490955 0.256 0.303 0.220
H -5.230178 -2.761859 2.298555 -0.039 -0.037 -0.002
C 5.787513 0.922872 -2.568972 0.118 -0.078 -0.269
H 4.124082 3.317536 1.005702 0.029 0.092 0.032
H -0.254317 5.136601 6.219394 -0.117 0.125 0.056
H -4.710289 -3.720968 0.899992 -0.069 -0.118 0.038
H 5.910477 2.871007 -0.669684 0.079 0.010 -0.027
H 1.357335 3.108809 -0.985698 0.047 0.031 0.067
H 1.256808 4.902318 5.351175 0.095 0.051 -0.115
H -4.980254 -0.180119 1.878772 -0.157 0.042 0.074
C 4.833052 1.237349 -1.584216 -0.293 -0.207 0.038
H -2.003365 1.913999 6.037974 0.098 -0.066 0.119
C -0.980722 4.464764 2.846560 0.149 -0.363 0.415
H -1.017960 -5.921426 0.591991 -0.043 -0.076 0.010
H 1.537686 2.226470 3.361040 0.046 0.021 0.023
H -2.915763 3.311065 5.484704 -0.045 0.150 0.023
N -1.133251 -1.927402 -2.337964 0.526 1.027 0.053
C 0.664397 3.751284 -1.521153 -0.159 -0.150 -0.198
H 3.099138 -1.869579 2.360400 0.044 0.003 0.056
H 0.772397 3.759976 6.596121 0.006 -0.144 0.088
C -0.966274 3.904765 -3.395419 0.085 -0.059 0.110
In -0.233377 0.075008 -0.967172 -1.188 0.041 -0.306
H -2.545001 2.149477 1.200732 -0.016 0.073 0.008
H 0.546461 1.867954 -4.419172 -0.043 -0.064 -0.049
C 1.500615 -2.546054 1.145301 -0.062 -0.201 0.077
C 4.320254 -0.778932 -3.439064 -0.489 -0.157 0.224
C -1.207403 -2.156225 -3.644477 0.043 -0.142 0.077
H 6.725297 1.456226 -2.587889 0.077 0.119 -0.052
C 4.026390 2.531643 0.272912 0.275 0.011 -0.123
H -4.179156 2.140591 0.520509 -0.067 0.018 0.027
H -1.691949 5.243655 3.106950 -0.092 0.061 0.087
H -0.854367 -0.732785 4.560405 -0.031 0.021 -0.043
H -0.311767 -0.310240 -4.174270 0.047 0.067 -0.099
C -0.030579 2.949909 -2.622075 0.124 0.139 -0.141
H -0.076160 4.129749 -0.820500 -0.063 0.073 0.122
H 1.652141 3.173654 -3.988662 0.107 0.121 -0.085
N -1.707410 -2.959499 -1.705111 -0.330 -0.629 -0.037
C -3.225762 0.241946 0.588335 -0.181 0.036 0.108
C -2.134844 -3.867788 -2.603146 0.021 -0.022 -0.484
N -2.332659 -0.564006 0.025602 0.859 0.735 -0.410
C -2.222927 2.534532 5.173829 0.448 0.204 -0.218
C 2.737617 -1.745665 1.341222 -0.107 0.121 -0.069
H -3.029841 -5.686443 -3.185581 -0.002 -0.057 -0.014
H 0.941071 1.204101 4.661503 0.001 0.002 0.095
H 0.671529 -1.312156 3.825214 -0.025 -0.039 0.000
C 1.246183 -3.811483 1.676983 -0.272 0.046 -0.187
C 3.622670 0.495593 -1.511792 0.559 0.231 -0.194
H -0.886714 -1.695134 3.060924 -0.046 -0.082 -0.048
C -0.019359 -4.144191 1.233227 0.340 -0.007 0.177
Se -0.259713 0.646326 2.524033 0.043 0.263 0.225
H 6.226110 -0.274459 -4.267240 0.066 -0.031 -0.060
H -2.466205 -4.016510 0.088741 -0.118 -0.266 0.094
H 1.893484 -4.405572 2.289875 0.130 -0.120 0.148
H -3.683271 -3.613306 2.330172 0.014 -0.072 0.022
C 3.381287 -0.558432 -2.446521 0.557 0.206 -0.257
H 1.656799 1.677117 -3.053692 0.057 -0.104 -0.014
H -1.691698 -5.198438 2.050029 -0.057 -0.072 0.018
C -1.830374 -3.388116 -3.863521 -0.040 0.010 0.285
N 0.454239 -2.148990 0.423150 0.224 1.149 -0.398
C 5.006446 2.277984 -0.647854 -0.201 0.034 0.217
H -1.499669 -0.923389 -5.348461 0.047 0.087 -0.015
H -1.348421 1.338025 -2.927526 0.013 -0.085 -0.042
H -3.715156 -4.994666 -1.711433 -0.073 -0.071 0.061
C -0.695068 -1.201469 -4.666743 0.030 0.032 0.178
```
Forces are in eV/Å.

Results
largest force on an atom: 1.236 eV Å⁻¹
HOMO (alpha / beta): -6.321 / -6.322 eV
total charge: 0
2S+1: 1

These are the natural (NBO) partial charges, in e, on atoms 1 to 99: number 1, C, carries -1.0723; number 2, H, carries 0.2868; number 3, C, carries -0.6393; number 4, H, carries 0.2047; number 5, H, carries 0.3974; number 6, H, carries 0.2152; number 7, H, carries 0.1968; number 8, H, carries 0.2402; number 9, H, carries 0.2146; number 10, Ge, carries 1.5815; number 11, N, carries -0.4706; number 12, N, carries -0.3296; number 13, H, carries 0.2287; number 14, H, carries 0.2083; number 15, H, carries 0.2367; number 16, C, carries 0.2021; number 17, B, carries 0.5359; number 18, N, carries -0.7946; number 19, H, carries 0.4037; number 20, C, carries -0.6967; number 21, N, carries -0.3296; number 22, H, carries 0.2244; number 23, C, carries -0.6380; number 24, C, carries -0.6680; number 25, H, carries 0.2197; number 26, H, carries 0.2024; number 27, H, carries 0.2419; number 28, C, carries -0.3572; number 29, C, carries -0.7722; number 30, H, carries 0.2053; number 31, C, carries -1.0172; number 32, H, carries 0.2192; number 33, C, carries 0.0503; number 34, C, carries -0.5967; number 35, C, carries -0.6405; number 36, H, carries 0.2223; number 37, C, carries -0.1722; number 38, H, carries 0.2257; number 39, C, carries -0.2461; number 40, H, carries 0.2207; number 41, H, carries 0.2300; number 42, H, carries 0.2257; number 43, H, carries 0.2155; number 44, H, carries 0.2005; number 45, H, carries 0.2275; number 46, H, carries 0.2220; number 47, C, carries -0.0867; number 48, H, carries 0.2260; number 49, C, carries -1.0753; number 50, H, carries 0.2236; number 51, H, carries 0.2252; number 52, H, carries 0.2308; number 53, N, carries -0.3586; number 54, C, carries -0.5936; number 55, H, carries 0.2182; number 56, H, carries 0.2272; number 57, C, carries -0.5894; number 58, In, carries 1.2137; number 59, H, carries 0.2166; number 60, H, carries 0.2006; number 61, C, carries 0.1633; number 62, C, carries -0.2750; number 63, C, carries 0.1686; number 64, H, carries 0.2114; number 65, C, carries -0.2552; number 66, H, carries 0.2132; number 67, H, carries 0.2324; number 68, H, carries 0.2195; number 69, H, carries 0.2334; number 70, C, carries -0.1844; number 71, H, carries 0.2110; number 72, H, carries 0.1976; number 73, N, carries -0.3260; number 74, C, carries 0.2028; number 75, C, carries 0.1990; number 76, N, carries -0.4073; number 77, C, carries -1.0784; number 78, C, carries -0.6451; number 79, H, carries 0.2246; number 80, H, carries 0.2351; number 81, H, carries 0.2177; number 82, C, carries -0.3634; number 83, C, carries 0.1763; number 84, H, carries 0.2365; number 85, C, carries 0.2068; number 86, Se, carries 0.3089; number 87, H, carries 0.2150; number 88, H, carries -0.0345; number 89, H, carries 0.2217; number 90, H, carries 0.2183; number 91, C, carries 0.1833; number 92, H, carries 0.2057; number 93, H, carries 0.2231; number 94, C, carries -0.3589; number 95, N, carries -0.3608; number 96, C, carries -0.1242; number 97, H, carries 0.2225; number 98, H, carries 0.1283; number 99, H, carries 0.2246

=====

[2]
The following is a DFT calculation (wB97M-V/def2-TZVPD) of C22H37CsN5O3STe as an isolated structure.

Geometry as XYZ:
```
70
Properties=species:S:1:pos:R:3:forces:R:3
H 2.392630 1.580567 2.296522 -0.005 0.001 -0.002
Cs -0.402465 -0.114417 -0.082484 0.205 -0.409 0.254
C 2.085324 6.017400 -4.150790 -0.012 -0.001 0.026
H 1.761509 2.249339 0.080536 -0.008 0.001 -0.038
O 1.876240 5.945822 -2.742844 0.014 -0.006 -0.003
C -1.992800 6.934115 -1.647606 0.000 0.005 0.005
C -1.702023 5.633100 -2.033166 -0.007 -0.011 0.035
C -2.484243 3.436732 -4.271506 0.000 -0.006 -0.031
C 0.732998 0.013680 3.725920 -0.010 0.039 0.001
C -4.476982 2.118420 -4.489838 -0.011 -0.002 -0.001
H -1.844215 4.246471 -4.605790 -0.005 -0.005 -0.004
C 3.126570 -1.803389 -0.174363 -0.022 -0.026 0.011
H 4.271882 -1.324843 1.583091 0.000 0.003 -0.006
H 2.934375 -2.446185 1.827446 0.010 0.000 0.003
H -1.588560 5.821877 1.554236 -0.005 -0.004 -0.013
H 3.978914 -2.459568 -0.406138 -0.006 -0.001 -0.013
H 1.087368 8.303314 -1.976577 0.008 -0.007 -0.001
C -4.098392 1.326504 -3.426818 -0.008 0.005 -0.010
H -0.511587 -1.525180 3.160370 -0.007 -0.001 -0.005
N 1.842561 -2.403484 -0.528864 -0.075 0.087 0.012
C -1.007993 7.911087 -1.610758 0.004 0.007 -0.001
C 3.539608 1.382824 0.522083 -0.004 0.012 0.010
Te -0.013124 -4.269462 2.332580 0.012 0.000 -0.003
H -3.067654 3.724761 0.875262 -0.018 -0.004 0.035
C -0.829347 2.857246 -2.539137 -0.065 0.013 -0.006
N -0.513606 -0.503145 3.162089 0.003 0.048 -0.170
C 0.287318 7.572865 -1.988462 -0.015 0.001 -0.007
H 1.904425 -2.887417 -1.415364 -0.007 -0.011 0.007
C -2.280457 3.044741 1.201320 0.037 0.054 -0.090
C -2.042690 2.636499 -3.184754 0.003 0.030 0.030
N 2.363883 -0.447212 1.842095 -0.002 0.033 -0.073
C -3.672838 3.189022 -4.916600 0.011 -0.009 0.010
H -2.378121 2.110927 0.648525 -0.058 0.035 -0.091
H -1.240643 8.922656 -1.305241 -0.005 -0.002 0.003
H 4.117509 2.287479 0.760411 -0.002 0.000 0.001
H -5.412684 1.915534 -4.999690 0.002 0.003 -0.003
H 3.107053 5.692420 -4.337679 0.001 -0.003 0.000
C 3.058967 0.836616 1.856761 0.006 -0.012 0.006
C -0.400094 5.278644 -2.398543 0.032 -0.023 -0.038
H 1.673919 -1.822308 3.241219 0.000 0.000 0.003
H -0.443305 2.123137 -1.846397 0.014 0.082 -0.036
H 1.388738 5.365102 -4.683963 -0.003 0.001 0.000
S -0.692485 3.754261 0.769971 0.001 -0.026 -0.037
H -2.303797 2.874056 2.277442 -0.028 -0.010 -0.001
H -3.979467 3.804709 -5.753345 -0.003 -0.002 0.000
H -3.011016 7.183442 -1.373186 0.001 -0.001 0.000
H 2.780315 -0.612584 3.909538 0.000 0.009 -0.004
H 2.782599 2.160201 -1.201214 -0.054 -0.009 -0.028
C -2.895102 1.548850 -2.703392 -0.074 0.043 0.081
H 0.815506 1.075272 3.476048 0.003 0.003 0.016
N -0.025100 3.996880 -2.765291 -0.005 -0.015 0.064
C 1.937730 -0.763504 3.209632 -0.012 -0.017 0.011
H 3.249232 -0.889735 -0.757545 0.017 0.006 0.009
H 1.539101 -3.080440 0.173545 -0.013 0.001 0.000
H 0.761741 -0.057550 4.822447 -0.008 -0.032 -0.003
C 3.216649 -1.519487 1.322480 0.002 -0.010 0.010
H 0.172476 5.699577 1.776369 0.002 0.000 -0.004
O -2.582479 0.870799 -1.672049 0.123 0.056 -0.020
C -0.773745 5.170083 1.867964 0.003 -0.018 0.024
H -2.473782 4.876005 -2.055210 0.003 0.025 0.012
H -4.728759 0.512279 -3.088502 0.005 -0.002 0.008
H 0.970580 3.855366 -2.691078 -0.008 0.005 0.005
H -1.309386 -0.199786 3.708791 0.007 -0.003 0.013
O 0.334958 2.833658 1.369788 -0.047 0.037 0.010
C 0.579842 6.284550 -2.387095 -0.009 0.012 -0.004
H -0.912661 4.811078 2.887830 -0.005 0.035 0.009
H 3.946899 0.766641 2.516101 -0.002 0.004 0.002
H 1.957971 7.044295 -4.503853 0.004 0.000 -0.006
N 2.433352 1.650306 -0.398106 0.090 -0.006 0.031
H 4.240772 0.688107 0.054847 0.001 -0.001 -0.003
```
Forces are in eV/Å.

Results
largest force on an atom: 0.523 eV Å⁻¹
HOMO (alpha / beta): -3.758 / -3.185 eV
total charge: -1
energy above the lowest of the compared OMol25 structures with the same formula, charge and spin: 109.22 kJ/mol
2S+1: 1

Let us look at the natural (NBO) charges, expressed in e, one per atom: number 1, H, carries 0.2131; number 2, Cs, carries 0.9334; number 3, C, carries -0.2487; number 4, H, carries 0.3909; number 5, O, carries -0.5398; number 6, C, carries -0.1997; number 7, C, carries -0.3077; number 8, C, carries -0.2389; number 9, C, carries -0.2244; number 10, C, carries -0.2175; number 11, H, carries 0.1953; number 12, C, carries -0.2205; number 13, H, carries 0.1608; number 14, H, carries 0.2231; number 15, H, carries 0.2358; number 16, H, carries 0.1596; number 17, H, carries 0.2143; number 18, C, carries -0.3341; number 19, H, carries 0.3997; number 20, N, carries -0.8898; number 21, C, carries -0.2730; number 22, C, carries -0.2190; number 23, Te, carries -0.9261; number 24, H, carries 0.2352; number 25, C, carries -0.0710; number 26, N, carries -0.8882; number 27, C, carries -0.2459; number 28, H, carries 0.3543; number 29, C, carries -0.8282; number 30, C, carries -0.1468; number 31, N, carries -0.4534; number 32, C, carries -0.2937; number 33, H, carries 0.2681; number 34, H, carries 0.2052; number 35, H, carries 0.1653; number 36, H, carries 0.1914; number 37, H, carries 0.1862; number 38, C, carries -0.2291; number 39, C, carries 0.2214; number 40, H, carries 0.2351; number 41, H, carries 0.1736; number 42, H, carries 0.1852; number 43, S, carries 1.2728; number 44, H, carries 0.2251; number 45, H, carries 0.1941; number 46, H, carries 0.2056; number 47, H, carries 0.1542; number 48, H, carries 0.3502; number 49, C, carries 0.4004; number 50, H, carries 0.1895; number 51, N, carries -0.6360; number 52, C, carries -0.2381; number 53, H, carries 0.1863; number 54, H, carries 0.3995; number 55, H, carries 0.1618; number 56, C, carries -0.2367; number 57, H, carries 0.2403; number 58, O, carries -0.8147; number 59, C, carries -0.8259; number 60, H, carries 0.2442; number 61, H, carries 0.2030; number 62, H, carries 0.3905; number 63, H, carries 0.3507; number 64, O, carries -1.0290; number 65, C, carries 0.2033; number 66, H, carries 0.2260; number 67, H, carries 0.1548; number 68, H, carries 0.1701; number 69, N, carries -0.8728; number 70, H, carries 0.1791

=====

[3]
The following is a DFT calculation (wB97M-V/def2-TZVPD) of a 2-piece molecular cluster, H3OS overall.

Geometry as XYZ:
```
5
Properties=species:S:1:pos:R:3:forces:R:3
S 0.773444 -0.610096 1.654775 -0.039 0.077 -0.166
H 1.588000 0.090208 0.846428 0.121 -0.027 0.058
H -1.137348 -0.419866 -1.177445 -0.009 0.152 0.028
O -0.919990 0.510201 -1.039721 0.046 -0.172 -0.204
H -0.304106 0.429555 -0.284036 -0.120 -0.030 0.283
```
Forces are in eV/Å.

Results
largest force on an atom: 0.309 eV Å⁻¹
HOMO: -2.783 eV
total charge: -1
energy above the lowest of the compared OMol25 structures with the same formula, charge and spin: 5.51 kJ/mol
2S+1: 1

Let us look at the natural (NBO) charges, expressed in e, one per atom: number 1, S, carries -1.0502; number 2, H, carries 0.0816; number 3, H, carries 0.4583; number 4, O, carries -0.9921; number 5, H, carries 0.5025